20
Properties=species:S:1:pos:R:3:mulliken_charge:R:1 method="wB97M-V/def2-TZVPD" homo_ev=-8.1 e_above_lowest_kj_mol=119.89 smiles="C=CN.O.O.O.O" energy_ha=-439.67712 lumo_ha=0.010
O 0.57884 -0.94071 -2.27192 -0.66
O 2.23624 0.42828 -0.53560 -0.70
O -0.41131 -2.54996 0.62142 -0.61
O 0.96401 -0.25712 1.51229 -0.60
N -0.53148 2.19712 -0.59882 -0.53
C -1.41238 1.75138 0.39632 0.14
C -2.08986 0.61364 0.17347 -0.85
H -1.36255 2.36946 1.29649 0.30
H -0.06061 -2.93638 -0.18967 0.32
H 1.43400 0.68568 -0.07009 0.34
H -0.07742 -1.14133 -1.59355 0.24
H -0.59851 -3.31231 1.17696 0.28
H 0.14320 2.92169 -0.39769 0.27
H 2.91155 0.22628 0.10600 0.29
H 1.30383 -0.43296 -1.86579 0.43
H -0.10576 1.53546 -1.22622 0.21
H -1.90720 0.20022 -0.79679 0.25
H 1.55296 -0.78107 2.06791 0.27
H 0.24448 -0.87283 1.28980 0.37
H -2.81202 0.29546 0.90549 0.26